A 12-piece molecular cluster, C62H149N9O15 overall at a distorted geometry, computed with wB97M-V/def2-TZVPD.

Last column: Mulliken charge in e.
Atoms and positions in Å:
C (5.5376, -4.9357, 5.8278)  -1.4945
C (5.8699, -4.4468, 7.2241)  0.8385
C (7.0243, -5.2524, 7.8276)  -0.6583
O (6.4521, -6.5869, 8.0378)  -0.3428
C (5.6241, -6.6810, 9.2060)  -0.7072
N (6.2035, -3.0155, 7.1791)  -0.7916
H (6.1928, -4.7003, 4.9891)  0.3883
H (4.6308, -4.5411, 5.3694)  0.3709
H (5.4980, -6.0247, 5.8015)  0.3327
H (5.0009, -4.4854, 7.8810)  0.1371
H (7.3664, -4.8131, 8.7647)  0.2716
H (7.9271, -5.4094, 7.2374)  0.2721
H (6.0336, -6.0278, 9.9765)  0.3151
H (5.5689, -7.6806, 9.6370)  0.2625
H (4.6222, -6.2974, 9.0128)  0.2691
H (6.0768, -2.7095, 8.1333)  0.2744
H (5.4819, -2.5026, 6.6929)  0.2624
C (-11.6779, -6.1572, -5.2400)  -1.3839
C (-11.4614, -4.6610, -5.3978)  0.4173
C (-9.9611, -4.2970, -5.1331)  -0.7670
O (-9.6841, -3.0097, -5.6779)  -0.4036
C (-8.3342, -2.7329, -5.8078)  -0.7445
N (-11.7257, -4.2688, -6.7885)  -0.7257
H (-12.7317, -6.4217, -5.1533)  0.3272
H (-11.1631, -6.6199, -4.3980)  0.3369
H (-11.2821, -6.7657, -6.0531)  0.3784
H (-11.9973, -4.1418, -4.6033)  0.2569
H (-9.3660, -5.0617, -5.6322)  0.3588
H (-9.6780, -4.3334, -4.0811)  0.4570
H (-7.8187, -3.3194, -6.5684)  0.3074
H (-7.8640, -2.9395, -4.8464)  0.3058
H (-8.1508, -1.6843, -6.0421)  0.2575
H (-11.4615, -5.0173, -7.4130)  0.2708
H (-10.9958, -3.5954, -6.9723)  0.3509
C (2.4269, 10.1389, -1.2766)  -1.3083
C (0.9126, 10.0863, -1.5079)  0.5008
C (0.0550, 10.5382, -0.2945)  -0.6928
O (0.3607, 10.0071, 1.0167)  -0.3569
C (0.4390, 8.5915, 1.2310)  -0.5880
N (0.6044, 10.9119, -2.6957)  -0.6979
H (2.9264, 9.8726, -2.2081)  0.3916
H (2.6404, 9.4213, -0.4845)  0.3300
H (2.7253, 11.1003, -0.8585)  0.3384
H (0.7143, 9.0832, -1.8853)  0.2028
H (-0.9930, 10.5362, -0.5942)  0.3435
H (0.2778, 11.5923, -0.1290)  0.3041
H (0.5797, 8.2987, 2.2715)  0.2456
H (1.2956, 8.2556, 0.6467)  0.2023
H (-0.4269, 8.0750, 0.8169)  0.2918
H (-0.3129, 11.3343, -2.7107)  0.2346
H (1.1842, 11.7388, -2.7085)  0.2587
C (-2.8005, -8.8785, 0.1882)  -1.2314
C (-3.8692, -7.7648, 0.2799)  0.4338
C (-4.3331, -7.4047, -1.2137)  -0.8528
O (-3.2799, -6.8146, -2.0365)  -0.3022
C (-3.2274, -7.3451, -3.3687)  -0.7365
N (-4.9318, -8.3208, 0.9971)  -0.7325
H (-2.0209, -8.6495, -0.5384)  0.3168
H (-3.2340, -9.8183, -0.1538)  0.3136
H (-2.2491, -9.0005, 1.1206)  0.3217
H (-3.5237, -6.9369, 0.8990)  0.3182
H (-5.1253, -6.6576, -1.2614)  0.3879
H (-4.8535, -8.2676, -1.6291)  0.3975
H (-3.2508, -8.4337, -3.4185)  0.3131
H (-2.2661, -7.1150, -3.8282)  0.2421
H (-4.0387, -6.8394, -3.8923)  0.2962
H (-5.7799, -7.7725, 0.9801)  0.2518
H (-5.3530, -9.0825, 0.4847)  0.2625
C (5.3969, 5.7336, 8.1563)  -1.3658
C (5.4886, 5.8658, 6.6097)  0.4326
C (6.3789, 6.9842, 6.2481)  -0.7985
O (6.2356, 7.2559, 4.8405)  -0.3131
C (7.2217, 8.0436, 4.2754)  -0.7601
N (5.7920, 4.5707, 5.9985)  -0.7338
H (4.7775, 6.6115, 8.3402)  0.3738
H (6.3814, 5.7780, 8.6221)  0.3305
H (4.8281, 4.8683, 8.4964)  0.3893
H (4.5285, 6.0573, 6.1306)  0.2985
H (7.4028, 6.7736, 6.5569)  0.3448
H (6.0937, 7.8998, 6.7661)  0.3966
H (6.9263, 8.4133, 3.2935)  0.2445
H (8.1188, 7.4498, 4.1001)  0.3021
H (7.5075, 8.8998, 4.8864)  0.3087
H (6.6495, 4.2708, 6.4399)  0.2723
H (6.1334, 4.8832, 5.1008)  0.2777
C (-8.7956, -1.0362, 8.7979)  -0.4458
C (-8.3866, -1.9640, 9.9168)  -0.2171
O (-8.5883, -3.3245, 9.5463)  -0.5195
O (-10.2277, -1.1344, 8.5723)  -0.5438
H (-8.4868, -1.3412, 7.7980)  0.2764
H (-8.6029, 0.0310, 8.9072)  0.2949
H (-8.8160, -1.7376, 10.8927)  0.2671
H (-7.3197, -1.7702, 10.0276)  0.2830
H (-7.8828, -3.8865, 9.8751)  0.2950
H (-10.4445, -2.0578, 8.4241)  0.3099
C (6.6570, 5.2943, -4.1439)  -0.5250
C (6.5354, 5.8277, -5.5168)  -0.3059
O (7.7682, 5.7063, -6.2904)  -0.5170
O (7.4974, 5.9622, -3.2073)  -0.5334
H (6.8779, 4.2275, -4.1083)  0.3414
H (5.7212, 5.2196, -3.5902)  0.3440
H (6.1989, 6.8625, -5.4526)  0.2802
H (5.8055, 5.2983, -6.1293)  0.2966
H (7.5648, 6.2154, -7.0784)  0.3036
H (7.7730, 5.3674, -2.5060)  0.3155
C (-0.0471, 6.5170, -8.1930)  -0.2989
C (-0.1234, 5.5555, -7.0432)  -0.3959
O (-0.7775, 4.3960, -7.6558)  -0.5429
O (0.6876, 6.0782, -9.3078)  -0.5264
H (0.2751, 7.4207, -7.6756)  0.2765
H (-1.0631, 6.5609, -8.5852)  0.2846
H (-0.7101, 5.8752, -6.1820)  0.3167
H (0.8723, 5.3821, -6.6349)  0.2367
H (-0.3192, 4.1271, -8.4553)  0.3127
H (0.3771, 6.6128, -10.0423)  0.3356
C (2.0672, -0.5249, -9.3715)  -1.8752
C (1.3608, -1.0727, -10.6619)  1.5832
C (0.2611, -2.0141, -10.1417)  -1.1716
C (-0.8692, -2.3605, -11.1725)  -0.7883
C (-1.4804, -1.0796, -11.8078)  -1.1207
C (-0.4205, -0.2097, -12.4421)  1.3237
N (0.7566, -0.0037, -11.4879)  0.3235
O (1.6652, 0.8701, -12.0081)  -0.4846
C (0.0172, -0.7889, -13.8318)  -1.4929
C (-1.0864, 1.2423, -12.5878)  -1.8266
C (2.3381, -1.9412, -11.5064)  -1.8910
H (2.5884, -1.2073, -8.7000)  0.3630
H (1.3214, -0.0607, -8.7261)  0.4257
H (2.7801, 0.2561, -9.6358)  0.4219
H (0.7344, -2.9559, -9.8640)  0.4023
H (-0.1303, -1.6124, -9.2070)  0.4130
H (-1.6484, -2.9313, -10.6675)  0.4088
H (-0.4608, -3.0346, -11.9254)  0.3200
H (-2.0658, -0.5456, -11.0593)  0.3740
H (-2.2089, -1.3453, -12.5739)  0.4676
H (0.8417, -1.4655, -13.6071)  0.3285
H (-0.7608, -1.3444, -14.3555)  0.3184
H (0.3079, -0.0098, -14.5365)  0.3776
H (-1.7873, 1.1381, -13.4161)  0.4308
H (-1.6366, 1.5909, -11.7138)  0.3640
H (-0.3747, 2.0164, -12.8746)  0.4152
H (1.8033, -2.6519, -12.1366)  0.4078
H (2.9900, -2.4783, -10.8175)  0.5089
H (3.0964, -1.3851, -12.0576)  0.2989
H (1.5916, 1.5811, -11.3673)  0.3753
C (-3.1572, 5.9851, 11.9735)  -1.8608
C (-4.3813, 6.9029, 11.8117)  1.5406
C (-5.1021, 6.2683, 10.5710)  -1.0212
C (-6.6049, 6.6162, 10.4849)  -0.8917
C (-7.3336, 6.3003, 11.8135)  -1.1689
C (-6.7120, 6.9752, 13.0680)  1.6077
N (-5.2244, 6.7505, 13.0235)  0.2245
O (-4.5718, 7.3615, 14.1040)  -0.4883
C (-7.0032, 8.4488, 13.1397)  -1.6324
C (-7.3890, 6.3183, 14.2945)  -1.9598
C (-3.9350, 8.3039, 11.3406)  -1.7201
H (-3.5173, 4.9723, 12.1542)  0.4789
H (-2.5682, 6.2120, 12.8622)  0.3683
H (-2.5150, 5.9642, 11.0930)  0.3711
H (-4.8100, 6.6495, 9.5925)  0.3484
H (-4.9995, 5.1845, 10.5167)  0.3692
H (-7.0481, 6.0892, 9.6399)  0.4170
H (-6.8544, 7.6422, 10.2143)  0.3897
H (-7.3335, 5.2107, 11.7842)  0.3693
H (-8.3606, 6.6599, 11.7505)  0.4223
H (-6.3214, 9.0639, 13.7269)  0.2905
H (-6.8990, 8.7965, 12.1119)  0.3350
H (-7.9957, 8.6364, 13.5495)  0.4294
H (-7.1594, 5.2623, 14.4369)  0.4178
H (-7.1048, 6.7849, 15.2377)  0.4332
H (-8.4621, 6.4761, 14.1864)  0.4231
H (-3.3598, 8.3390, 10.4153)  0.4111
H (-3.2904, 8.7764, 12.0817)  0.3936
H (-4.7608, 9.0034, 11.2109)  0.3349
H (-4.4592, 6.5828, 14.6541)  0.3677
C (7.7004, -6.7141, -5.7746)  -1.4915
C (6.9423, -7.4613, -4.5861)  1.1919
C (5.4346, -7.6459, -4.9532)  -1.0267
C (5.1264, -8.7935, -5.9001)  -0.6403
C (5.6903, -10.0791, -5.3667)  -1.1193
C (7.1913, -9.9668, -5.0634)  1.4997
N (7.5264, -8.7895, -4.1955)  0.3104
O (8.8834, -8.7192, -3.7391)  -0.4559
C (7.6370, -11.2496, -4.3015)  -1.9845
C (7.9185, -10.0402, -6.3991)  -1.8043
C (7.0877, -6.5421, -3.3304)  -1.8407
H (7.5686, -7.2949, -6.6875)  0.3308
H (8.7737, -6.5823, -5.6374)  0.3540
H (7.2825, -5.7171, -5.9141)  0.4244
H (4.8642, -7.8566, -4.0486)  0.3703
H (5.0723, -6.7443, -5.4473)  0.4431
H (5.6603, -8.5817, -6.8264)  0.3010
H (4.0620, -8.8781, -6.1195)  0.3627
H (5.4728, -10.8738, -6.0803)  0.4086
H (5.1225, -10.3006, -4.4631)  0.3594
H (7.1796, -11.2981, -3.3133)  0.4424
H (7.4490, -12.2270, -4.7459)  0.3757
H (8.6816, -11.1653, -4.0018)  0.4518
H (7.5863, -9.4025, -7.2183)  0.3040
H (8.9780, -9.8306, -6.2523)  0.3619
H (7.8471, -11.0536, -6.7941)  0.4901
H (6.4484, -5.7094, -3.6237)  0.4420
H (8.1449, -6.2971, -3.2278)  0.3987
H (6.7642, -6.9559, -2.3754)  0.3856
H (8.7468, -9.0977, -2.8675)  0.3549
C (0.5737, -1.5567, 0.3686)  -1.6287
C (0.2175, -0.0249, 0.6270)  1.6528
C (-1.2347, 0.2196, 0.1193)  -1.3524
C (-2.3327, -0.2344, 1.0163)  -0.7317
C (-2.1954, 0.3329, 2.4257)  -1.0049
C (-0.8095, 0.0225, 3.0547)  1.2505
N (0.3022, 0.3136, 2.0793)  0.2542
O (1.5268, -0.0009, 2.5466)  -0.4831
C (-0.6820, 1.0460, 4.2276)  -1.7797
C (-0.7401, -1.3788, 3.6928)  -1.6201
C (1.0851, 0.8830, -0.1641)  -2.0072
H (-0.3432, -2.1362, 0.4756)  0.3246
H (1.4005, -1.9440, 0.9640)  0.3151
H (0.8447, -1.6184, -0.6853)  0.4813
H (-1.4533, 1.2690, -0.0782)  0.4196
H (-1.3056, -0.1908, -0.8880)  0.4855
H (-2.2313, -1.3195, 1.0366)  0.2848
H (-3.2696, -0.0574, 0.4882)  0.3993
H (-2.9048, -0.2306, 3.0318)  0.4287
H (-2.3776, 1.4042, 2.3404)  0.3415
H (0.3317, 1.0864, 4.6260)  0.4448
H (-0.9040, 2.0612, 3.8987)  0.3867
H (-1.3889, 0.6696, 4.9671)  0.3945
H (-0.5685, -2.2323, 3.0369)  0.3513
H (0.1024, -1.3843, 4.3844)  0.3809
H (-1.6452, -1.6483, 4.2372)  0.4044
H (2.1498, 0.6511, -0.1394)  0.3858
H (0.9835, 1.8919, 0.2356)  0.4800
H (0.9281, 0.9549, -1.2403)  0.3723
H (1.8277, 0.8231, 2.9366)  0.3687

Properties
SMILES = CC1(C)CCCC(C)(C)N1O.CC1(C)CCCC(C)(C)N1O.CC1(C)CCCC(C)(C)N1O.CC1(C)CCCC(C)(C)N1O.COC[C@H](C)N.COC[C@H](C)N.COC[C@H](C)N.COC[C@H](C)N.COC[C@H](C)N.OCCO.OCCO.OCCO
E_LUMO = 0.25 eV